# 1
The following is a DFT calculation (the ωB97M-V functional and the def2-TZVPD basis) of a structure of composition C23H35N8O3SSc.

Highest occupied orbital energy (spin up / spin down) in eV: -12.284 / -12.313
E_tot in Ha: -2719.7615
Orbital gap (spin up / spin down) in Ha: 0.238 / 0.236
LUMO (spin up / spin down) in eV: -5.8140 / -5.8899
Total charge: +2
2S+1: 1

The geometry in XYZ format:
```
71
Properties=species:S:1:pos:R:3:forces:R:3
Sc 1.190 0.430 -0.722 0.266 0.297 -0.388
C 2.936 4.021 3.232 -0.013 -0.017 -0.009
N 2.030 3.440 2.242 0.020 0.008 -0.018
C 0.929 4.304 1.799 0.022 -0.020 0.009
C 2.234 2.280 1.663 -0.021 0.019 -0.018
O 1.467 1.846 0.768 0.130 -0.006 0.168
C 3.434 1.424 2.056 0.004 0.011 0.011
O 3.436 0.248 1.276 0.030 -0.096 0.013
C 3.308 -0.979 1.963 -0.009 -0.015 0.026
C 2.123 -1.760 1.402 -0.076 -0.001 0.012
O 1.535 -1.311 0.387 0.085 -0.115 -0.007
N 1.746 -2.876 1.982 -0.005 0.018 0.031
C 2.421 -3.456 3.143 0.001 0.001 -0.019
C 0.569 -3.614 1.513 0.028 0.017 0.007
H 2.341 4.465 4.028 0.009 0.004 0.004
H 3.546 4.798 2.771 -0.001 0.009 0.008
H 3.584 3.269 3.671 0.014 0.007 -0.001
H 0.481 4.766 2.676 -0.014 -0.001 -0.005
H 0.191 3.715 1.268 -0.001 0.012 -0.008
H 1.317 5.081 1.140 -0.010 0.011 0.004
H 3.396 1.197 3.124 -0.003 -0.004 0.000
H 4.356 1.978 1.869 0.000 -0.003 -0.010
H 3.168 -0.825 3.035 -0.006 0.011 -0.005
H 4.222 -1.567 1.830 0.000 0.009 -0.007
H 3.421 -3.056 3.269 0.001 0.001 0.011
H 2.507 -4.530 2.990 -0.003 0.000 0.006
H 1.835 -3.276 4.045 0.007 -0.001 0.006
H 0.010 -3.007 0.809 -0.008 -0.010 0.003
H -0.062 -3.835 2.372 -0.001 -0.014 -0.004
H 0.887 -4.547 1.050 -0.015 0.001 -0.015
S 0.483 2.161 -2.428 0.093 -0.192 0.162
C -1.234 1.839 -2.264 -0.096 0.107 -0.102
N -2.058 2.582 -3.007 0.064 -0.060 0.173
N -3.312 2.346 -3.129 -0.136 0.069 -0.173
C -4.087 1.153 -2.924 -0.042 0.038 0.121
C -5.315 1.280 -2.298 0.048 -0.064 0.047
C -6.138 0.165 -2.187 0.021 0.013 0.001
C -5.734 -1.051 -2.712 -0.020 0.010 0.006
C -4.505 -1.157 -3.356 0.021 -0.035 0.006
C -3.673 -0.057 -3.465 -0.017 0.002 -0.030
N -1.773 1.025 -1.345 0.039 -0.112 0.022
N -0.968 0.453 -0.524 -0.465 0.024 -0.041
C -1.641 -0.329 0.469 0.025 0.049 -0.055
C -2.788 -1.054 0.159 0.016 -0.047 0.052
C -3.399 -1.812 1.145 0.000 -0.008 0.002
C -2.880 -1.847 2.434 -0.022 -0.009 -0.017
C -1.745 -1.111 2.740 0.008 0.008 0.001
C -1.122 -0.354 1.759 0.005 -0.007 0.010
H -3.800 3.095 -3.605 0.073 -0.021 -0.059
H -5.624 2.236 -1.895 0.002 0.011 -0.003
H -7.098 0.259 -1.698 -0.007 -0.011 -0.004
H -6.382 -1.914 -2.641 -0.002 0.000 0.001
H -4.206 -2.099 -3.797 0.005 0.002 -0.001
H -2.728 -0.130 -3.987 0.012 0.033 -0.011
H -3.194 -1.015 -0.843 0.001 0.014 -0.020
H -4.291 -2.375 0.906 -0.001 -0.003 0.003
H -3.372 -2.434 3.198 0.004 0.005 0.008
H -1.361 -1.104 3.753 -0.001 -0.002 0.001
H -0.261 0.259 2.004 -0.006 0.012 -0.014
N 3.236 0.444 -1.861 -0.059 0.090 0.085
C 3.109 -0.207 -3.190 0.016 -0.013 -0.001
C 2.285 -1.471 -3.043 0.011 -0.018 -0.018
N 0.965 -1.119 -2.478 -0.014 0.018 0.087
H 3.582 1.393 -1.979 -0.006 -0.016 -0.047
H 3.941 -0.036 -1.306 -0.024 0.010 0.006
H 4.085 -0.436 -3.619 -0.004 -0.009 0.002
H 2.604 0.495 -3.853 -0.008 -0.010 0.001
H 2.772 -2.162 -2.351 0.006 0.007 0.000
H 2.201 -1.977 -4.006 0.000 0.012 -0.003
H 0.437 -1.957 -2.255 0.020 0.001 0.004
H 0.427 -0.600 -3.169 0.009 -0.029 -0.009
```
Positions in Å, forces in eV/Å.

# 2
The following is a DFT calculation (the ωB97M-V functional and the def2-TZVPD basis) of a structure of composition C23H36AsIrO at a distorted geometry.

Highest occupied orbital energy in eV: -6.838
E_tot in Ha: -3313.2262
Orbital gap in Ha: 0.259
LUMO in eV: 0.2087
2S+1: 1

The geometry in XYZ format:
```
62
Properties=species:S:1:pos:R:3:forces:R:3
Ir -0.066 0.479 0.156 -0.446 0.185 -1.978
C -2.830 3.172 1.130 -0.053 0.047 0.011
C -2.870 1.690 1.366 0.021 -0.047 -0.007
C -2.240 1.126 2.477 -0.097 -0.079 -0.005
C -2.319 -0.238 2.740 -0.096 0.040 -0.002
C -1.637 -0.833 3.938 0.044 -0.009 0.009
C -3.037 -1.049 1.866 0.040 0.000 0.040
C -3.647 -0.528 0.735 -0.013 0.032 -0.050
C -4.415 -1.410 -0.213 -0.034 0.009 0.012
C -3.552 0.843 0.494 0.129 -0.031 -0.035
H -1.959 3.419 0.519 0.003 -0.020 0.011
H -2.759 3.714 2.074 0.000 -0.004 0.006
H -3.728 3.507 0.610 -0.003 -0.005 0.000
H -1.729 1.778 3.178 0.058 -0.019 -0.015
H -0.640 -1.193 3.669 0.010 -0.010 -0.022
H -2.195 -1.683 4.331 -0.009 0.002 0.002
H -1.522 -0.100 4.737 0.006 0.006 -0.002
H -3.110 -2.113 2.066 -0.005 -0.007 0.010
H -3.951 -1.421 -1.200 -0.009 0.006 -0.015
H -5.439 -1.054 -0.339 -0.003 0.004 0.011
H -4.457 -2.437 0.151 0.008 -0.005 0.000
H -4.050 1.267 -0.372 -0.002 0.005 -0.010
C 0.504 3.124 -1.289 -0.117 -0.100 -0.129
O -0.257 2.464 -0.333 0.103 -0.098 0.498
H 0.477 4.210 -1.120 0.005 -0.003 -0.014
H 0.143 2.941 -2.313 0.025 0.013 0.002
H 1.563 2.817 -1.287 0.018 0.030 0.009
C -1.181 -2.006 -1.896 0.059 -0.031 -0.034
C 0.246 -2.119 -1.337 -0.427 0.053 0.101
C 0.550 -3.603 -1.104 -0.054 -0.029 -0.015
C 0.312 -1.340 -0.018 0.106 0.132 0.821
C 1.282 -1.484 -2.266 0.018 -0.005 0.037
C 0.923 -0.581 -3.264 -0.002 -0.012 0.035
C 1.882 0.028 -4.059 0.021 0.007 -0.007
C 3.228 -0.251 -3.876 -0.016 0.014 -0.012
C 3.602 -1.145 -2.885 0.008 -0.016 0.026
C 2.639 -1.750 -2.089 0.022 -0.014 -0.013
H -1.865 -2.537 -1.233 0.004 0.012 0.010
H -1.257 -2.447 -2.893 0.000 0.015 -0.008
H -1.511 -0.967 -1.942 -0.007 0.009 -0.024
H -0.201 -4.030 -0.436 -0.004 0.000 0.004
H 1.523 -3.756 -0.639 0.003 -0.002 0.000
H 0.527 -4.160 -2.043 0.002 0.003 -0.001
H 0.807 -1.941 0.767 0.472 0.003 -0.291
H -0.117 -0.333 -3.421 -0.004 0.008 -0.011
H 1.573 0.729 -4.824 0.000 -0.002 -0.004
H 3.977 0.221 -4.499 -0.001 0.004 -0.001
H 4.649 -1.375 -2.728 -0.005 -0.002 0.002
H 2.957 -2.436 -1.314 0.004 -0.009 -0.013
C 3.787 0.748 0.259 -0.102 0.025 -0.487
As 1.997 0.949 0.949 -0.040 -0.195 1.790
C 2.209 -0.082 2.590 0.247 -0.028 -0.038
C 2.031 2.725 1.726 0.165 0.146 -0.265
H 4.457 1.062 1.058 0.025 0.016 -0.006
H 3.941 1.358 -0.629 0.010 0.000 0.010
H 3.965 -0.292 0.001 0.010 -0.038 0.015
H 3.065 0.271 3.169 -0.009 -0.018 -0.024
H 2.350 -1.134 2.344 -0.027 -0.006 0.018
H 1.296 0.026 3.170 -0.024 0.021 0.017
H 2.759 2.752 2.536 0.006 -0.004 -0.014
H 1.030 2.943 2.088 -0.011 -0.018 0.031
H 2.292 3.466 0.971 -0.030 0.017 0.013
```
Positions in Å, forces in eV/Å.

# 3
The following is a DFT calculation (the ωB97M-V functional and the def2-TZVPD basis) of a structure of composition C23H36F5GeNaO3PSeSiTe2.

Highest occupied orbital energy in eV: -3.996
E_tot in Ha: -7430.7909
Orbital gap in Ha: 0.213
LUMO in eV: 1.8036
Total charge: -1
2S+1: 1

The geometry in XYZ format:
```
74
Properties=species:S:1:pos:R:3:forces:R:3
Na -0.305 0.877 -0.176 -0.011 -0.060 0.158
C -2.375 -3.506 0.346 0.001 0.022 0.022
Te -1.550 -1.924 -0.855 0.017 -0.026 -0.050
C 0.253 -3.010 -1.181 0.012 0.021 -0.011
H -1.684 -3.772 1.143 0.016 0.002 0.023
H -2.591 -4.376 -0.270 0.001 -0.002 0.008
H -3.300 -3.141 0.793 0.002 0.003 -0.006
H 0.046 -3.929 -1.726 0.002 0.001 0.001
H 0.726 -3.234 -0.226 -0.002 0.002 0.013
H 0.891 -2.358 -1.774 -0.003 0.000 0.003
Ge -1.828 2.663 2.289 0.023 -0.005 0.002
C -3.023 1.852 0.864 0.002 -0.014 0.011
C -3.596 0.608 1.159 -0.007 0.003 -0.009
C -4.474 -0.025 0.292 0.006 -0.007 -0.004
C -4.810 0.573 -0.917 0.003 -0.003 0.004
C -4.266 1.809 -1.231 -0.002 0.002 0.003
C -3.393 2.438 -0.348 0.003 0.013 -0.010
C -0.927 4.172 1.260 0.006 0.000 -0.013
C -0.433 4.087 -0.046 -0.028 -0.023 0.033
C 0.327 5.096 -0.622 -0.008 0.004 -0.008
C 0.604 6.250 0.101 0.009 0.003 -0.003
C 0.105 6.379 1.389 -0.003 -0.002 0.008
C -0.646 5.352 1.952 0.002 0.005 -0.015
H -0.630 1.625 1.970 0.085 0.035 0.040
H -3.347 0.121 2.099 -0.007 0.002 -0.003
H -4.896 -0.990 0.554 0.002 0.000 0.000
H -5.479 0.076 -1.609 -0.001 0.001 0.001
H -4.510 2.283 -2.175 0.001 0.001 0.000
H -2.987 3.405 -0.622 -0.004 -0.006 0.003
H -0.665 3.219 -0.657 0.045 0.017 -0.062
H 0.701 4.978 -1.632 -0.001 -0.001 -0.001
H 1.198 7.043 -0.340 -0.001 0.000 -0.001
H 0.304 7.281 1.958 0.001 0.000 0.002
H -1.015 5.464 2.967 0.002 0.001 0.002
C 0.219 0.979 5.505 0.000 0.002 -0.007
Si -0.900 -0.492 5.321 0.027 0.009 -0.002
C -0.438 -1.847 6.530 0.014 0.001 -0.008
C -2.693 -0.015 5.505 -0.019 -0.002 -0.023
Se -0.794 -1.351 3.176 -0.031 -0.019 -0.054
H 0.210 1.332 6.540 0.001 0.000 0.006
H -0.142 1.780 4.859 -0.009 0.035 -0.032
H 1.247 0.744 5.226 0.038 -0.015 -0.009
H -0.522 -1.483 7.558 0.000 0.003 -0.003
H 0.591 -2.177 6.372 -0.004 0.003 0.002
H -1.096 -2.709 6.413 -0.001 -0.006 0.003
H -2.883 0.335 6.524 0.004 0.000 -0.003
H -3.360 -0.856 5.305 0.002 0.000 0.003
H -2.932 0.800 4.817 0.006 -0.002 0.005
F -0.935 1.321 -2.467 0.015 0.019 -0.010
C -0.053 0.184 -2.605 0.025 0.032 -0.052
F -0.469 -0.411 -3.796 -0.011 -0.005 0.006
C 1.255 0.860 -2.977 0.001 0.002 -0.012
F 2.237 -0.055 -3.137 0.001 0.008 -0.003
F 1.646 1.691 -1.976 0.019 -0.003 -0.009
F 1.259 1.613 -4.102 -0.003 -0.002 -0.006
C 4.682 -0.247 -0.777 0.006 -0.013 0.002
C 4.220 -1.272 0.231 -0.006 -0.008 0.002
O 3.975 -0.648 1.521 -0.003 0.039 0.000
P 2.503 -0.107 1.828 0.079 0.114 0.047
O 1.789 0.307 0.609 -0.297 -0.164 -0.066
Te 1.623 -1.988 3.109 -0.009 -0.023 -0.008
O 2.731 1.050 2.875 0.003 0.022 0.043
C 2.930 2.411 2.378 0.003 0.020 -0.016
C 2.131 3.366 3.225 -0.017 -0.047 0.033
H 4.921 -0.745 -1.718 -0.002 0.006 -0.004
H 5.573 0.268 -0.416 -0.003 0.000 -0.001
H 3.893 0.477 -0.971 -0.003 0.008 0.006
H 4.984 -2.025 0.424 -0.006 -0.006 0.003
H 3.310 -1.771 -0.108 0.002 -0.002 0.000
H 2.609 2.457 1.337 0.004 0.005 0.010
H 4.002 2.605 2.432 0.000 0.003 0.002
H 1.065 3.157 3.129 0.018 -0.007 0.013
H 2.303 4.386 2.877 -0.008 0.001 -0.007
H 2.419 3.294 4.274 0.002 0.001 0.009
```
Positions in Å, forces in eV/Å.

Relative energy (zero: lowest compared OMol25 entry of this formula, charge and spin) values, unit eV, following the record order: 0.5637, 0.3619, 0.0000.